# 1
{
  "formula": "C20H29BF2NO3PPdS2Sb",
  "method": "the ωB97M-V functional and the def2-TZVPD basis",
  "lumo_energy_ev": [1.947, 1.947],
  "homo_lumo_gap_ha": [0.193, 0.193],
  "charge": -1,
  "energy_ha": -2790.59171,
  "e_above_lowest_kj_mol": 241.4,
  "symbols": ["Pd", "N", "C", "C", "O", "O", "H", "H", "H", "H", "F", "B", "F", "C", "Sb", "C", "C", "H", "H", "H", "H", "H", "H", "H", "H", "H", "S", "P", "S", "C", "C", "C", "C", "C", "C", "C", "C", "C", "C", "C", "C", "H", "H", "H", "H", "H", "H", "H", "H", "H", "H", "C", "O", "C", "C", "H", "H", "H", "H", "H", "H"],
  "coordinates": [[-0.076, 0.402, -0.186], [-2.066, 0.033, -1.625], [-2.211, -1.432, -1.716], [-0.900, -2.164, -2.042], [-1.028, -3.325, -2.446], [0.166, -1.509, -1.840], [-2.955, 0.468, -1.412], [-1.753, 0.388, -2.520], [-2.946, -1.743, -2.463], [-2.544, -1.793, -0.745], [0.511, 1.357, 2.671], [-0.634, 1.158, 1.932], [-1.332, 2.331, 1.836], [2.583, -2.819, -0.161], [1.978, -1.030, 0.806], [2.647, -1.478, 2.777], [3.742, 0.081, 0.278], [3.608, -3.058, 0.125], [2.488, -2.655, -1.233], [1.911, -3.634, 0.109], [3.628, -1.951, 2.712], [1.942, -2.146, 3.270], [2.710, -0.551, 3.346], [4.642, -0.425, 0.633], [3.690, 1.078, 0.716], [3.790, 0.177, -0.809], [-3.839, -0.142, 4.864], [-3.625, -0.327, 2.917], [-1.411, -0.482, 1.805], [-4.580, 0.921, 1.985], [-5.876, 1.243, 2.378], [-6.613, 2.175, 1.660], [-6.056, 2.800, 0.550], [-4.760, 2.498, 0.166], [-4.022, 1.560, 0.883], [-4.265, -1.907, 2.286], [-4.360, -3.010, 3.129], [-4.791, -4.233, 2.630], [-5.126, -4.365, 1.288], [-5.033, -3.268, 0.442], [-4.606, -2.045, 0.941], [-6.295, 0.763, 3.255], [-7.623, 2.419, 1.970], [-6.631, 3.532, -0.005], [-4.314, 2.999, -0.686], [-3.000, 1.336, 0.612], [-4.098, -2.894, 4.173], [-4.861, -5.087, 3.293], [-5.458, -5.321, 0.902], [-5.281, -3.364, -0.608], [-4.541, -1.191, 0.277], [1.686, 3.232, 0.193], [1.773, 2.607, -1.115], [1.013, 1.607, -1.394], [1.277, 1.178, -2.799], [2.687, 3.584, 0.429], [1.336, 2.513, 0.919], [0.998, 4.068, 0.111], [2.249, 1.509, -3.174], [0.493, 1.643, -3.409], [1.135, 0.099, -2.869]]
}


# 2
{
  "formula": "C10H20N2O3",
  "method": "the ωB97M-V functional and the def2-TZVPD basis",
  "lumo_energy_ev": 0.638,
  "homo_lumo_gap_ha": 0.384,
  "charge": 0,
  "energy_ha": -728.23639,
  "e_above_lowest_kj_mol": 223.5,
  "symbols": ["C", "C", "C", "C", "C", "C", "C", "C", "C", "C", "H", "H", "H", "H", "H", "H", "H", "H", "H", "H", "H", "H", "H", "H", "H", "H", "H", "H", "H", "H", "N", "N", "O", "O", "O"],
  "coordinates": [[-0.991, 0.570, -1.475], [0.427, 1.156, -1.040], [-0.782, -0.985, -1.803], [-2.074, -1.652, -1.665], [-0.256, -1.106, -3.304], [0.124, 0.287, 1.374], [-1.099, 1.010, 1.935], [1.322, 0.301, 2.403], [2.735, -0.093, 1.779], [0.916, -0.633, 3.628], [-2.177, 1.052, -3.099], [-0.679, 1.837, -3.012], [-1.578, 0.507, -0.547], [0.021, -1.416, -1.276], [-2.180, -2.559, -2.265], [-2.292, -2.004, -0.596], [-2.985, -1.061, -1.940], [0.877, -1.100, -3.389], [-0.487, -2.065, -3.767], [-0.554, -0.433, -4.079], [1.642, 1.562, 0.544], [-0.046, -0.777, 1.005], [1.531, 1.352, 2.704], [2.861, -1.216, 1.769], [2.937, 0.256, 0.805], [3.430, 0.414, 2.462], [0.900, -1.674, 3.223], [1.555, -0.675, 4.501], [-0.100, -0.275, 3.974], [-0.396, 2.462, 0.991], [-1.508, 1.563, -2.497], [0.721, 1.096, 0.320], [1.262, 1.526, -1.862], [-1.940, 0.524, 2.693], [-1.139, 2.248, 1.506]]
}


# 3
{
  "formula": "C4H30NO12",
  "method": "the ωB97M-V functional and the def2-TZVPD basis",
  "lumo_energy_ev": 2.792,
  "homo_lumo_gap_ha": 0.352,
  "charge": -1,
  "energy_ha": -1128.09198,
  "e_above_lowest_kj_mol": 103.5,
  "symbols": ["C", "C", "C", "O", "N", "C", "O", "H", "H", "H", "H", "H", "H", "H", "H", "H", "H", "H", "H", "O", "H", "H", "O", "H", "H", "O", "H", "H", "O", "H", "H", "O", "H", "H", "O", "H", "H", "O", "H", "H", "O", "H", "H", "O", "H", "H", "O"],
  "coordinates": [[-1.574, 0.205, 0.470], [-1.369, 0.606, 1.935], [-1.017, 2.042, 2.234], [-2.052, 2.915, 1.773], [-1.685, -1.257, 0.262], [-2.712, -1.628, -0.745], [-3.324, -2.841, -0.292], [-2.500, 0.702, 0.181], [-0.774, 0.596, -0.152], [-2.303, 0.342, 2.441], [-0.600, -0.091, 2.295], [-1.085, 2.136, 3.319], [-0.057, 2.374, 1.846], [-0.865, -1.572, -0.248], [-2.240, -1.941, -1.670], [-3.478, -0.859, -0.847], [-3.537, -2.660, 0.623], [-1.678, -2.973, 2.199], [-0.809, -1.820, 2.663], [-0.846, -2.779, 2.639], [3.218, 0.884, -1.523], [0.558, -3.750, 1.250], [3.896, 0.917, -0.810], [0.568, 3.786, -0.114], [-0.529, 3.786, -1.241], [-0.365, 3.970, -0.314], [0.697, 1.402, -0.064], [1.317, 1.955, -1.269], [1.325, 2.091, -0.304], [2.447, -0.825, -1.420], [2.235, -2.146, -0.600], [2.798, -1.728, -1.259], [4.253, 0.031, -0.686], [1.904, 0.378, -3.387], [1.659, 0.583, -2.480], [0.133, -2.218, -3.199], [0.461, -0.802, -2.547], [-0.178, -1.545, -2.595], [-1.179, 0.293, -2.240], [0.228, 0.962, -2.357], [-0.793, 1.151, -2.413], [1.575, -2.905, 1.915], [3.141, 0.600, 0.830], [1.501, -3.692, 1.363], [-1.771, 3.262, 0.915], [2.584, 1.490, 1.868], [2.822, 0.571, 1.757]]
}